# 1
21
Properties=species:S:1:pos:R:3:forces:R:3 method="wB97M-V/def2-TZVPD" smiles=CC(C)CCCO relative_energy_kcal_mol=52.1 total_energy_ha=-312.17208 orbital_gap_ev=10.672
C 1.792 -0.740 -0.069 -2.491 -0.966 -2.812
O 1.709 -1.320 1.203 0.072 0.649 1.419
C 1.438 0.769 -0.237 -1.681 -2.074 2.538
C -0.065 1.031 0.289 2.241 -3.627 3.022
C -1.166 0.073 -0.141 3.065 -2.522 1.786
C -2.435 0.439 0.547 -0.237 0.814 1.549
C -1.103 -0.119 -1.621 -1.174 -0.682 -1.808
H 0.977 -1.318 -0.754 1.734 1.180 1.559
H 2.711 -1.047 -0.595 0.145 0.466 0.704
H 1.418 -0.707 1.922 0.381 -0.497 -1.315
H 1.484 0.986 -1.269 0.291 0.485 -1.075
H 2.127 1.342 0.377 0.115 0.451 -0.245
H -0.117 0.983 1.464 0.426 0.784 -2.063
H -0.363 1.908 -0.108 -0.872 3.528 -0.683
H -0.963 -1.010 0.314 0.046 2.026 -1.006
H -2.563 -0.076 1.502 0.770 -0.104 0.323
H -3.230 -0.057 0.051 -1.429 0.655 -1.012
H -2.486 1.512 0.888 -0.614 -0.791 -1.215
H -0.481 -1.010 -1.901 -0.646 0.894 0.211
H -0.790 0.714 -2.326 -0.460 -0.568 1.230
H -2.159 -0.373 -1.801 0.317 -0.100 -1.105

***

# 2
35
Properties=species:S:1:pos:R:3:forces:R:3 method="wB97M-V/def2-TZVPD" relative_energy_kcal_mol=45.9 spin_multiplicity=5 charge=+4 total_energy_ha=-3432.54575 orbital_gap_ev="4.387 / 4.483"
Sc -1.689 -0.514 -6.558 -5.260 -1.414 0.135
Pm -0.323 -0.547 -1.166 3.046 -3.576 -1.096
Cl -3.265 -1.889 -7.390 1.694 1.271 0.697
Cl 1.489 0.196 -2.764 -0.729 -0.114 -0.682
C 0.829 1.500 -0.500 4.368 4.617 0.994
C 0.224 -1.479 -6.588 8.857 -4.066 -0.878
C -0.386 0.785 -7.685 6.629 5.628 -4.291
O 1.642 2.315 -0.384 -3.584 -3.337 -0.287
O 1.309 -1.894 -6.728 -6.521 2.417 0.873
O 0.481 1.425 -8.138 -5.244 -3.781 2.599
C -1.927 3.954 2.501 -0.476 0.195 -0.037
C -1.286 2.891 1.644 0.955 1.749 -0.012
O -2.040 1.647 1.782 1.138 -4.156 -1.683
P -1.683 0.214 1.082 -3.882 1.783 7.134
O -2.238 -0.861 2.141 1.812 2.031 -3.783
C -1.657 -1.031 3.493 -0.164 -0.206 2.208
C -0.154 -1.108 3.481 0.031 0.102 -0.419
O 1.085 -1.691 -0.190 -2.981 2.596 -1.129
C 2.056 -2.613 0.207 1.240 -1.227 0.428
C 3.462 -2.071 0.451 -0.334 0.137 0.031
H -2.948 4.170 2.154 0.313 -0.008 0.076
H -1.337 4.873 2.430 -0.046 -0.139 -0.163
H -1.971 3.704 3.558 0.082 -0.263 0.008
H -1.281 3.226 0.596 -0.113 -0.347 0.160
H -0.249 2.690 1.967 -0.476 -0.051 -0.067
H -2.036 -0.218 4.118 0.005 -0.007 -0.267
H -2.080 -1.955 3.883 -0.227 0.012 -0.402
H 0.283 -0.127 3.269 0.117 0.154 0.005
H 0.205 -1.417 4.477 -0.155 0.047 -0.407
H 0.186 -1.816 2.718 0.068 -0.097 0.270
H 1.679 -3.087 1.131 0.125 -0.015 -0.421
H 2.132 -3.366 -0.598 -0.216 0.047 0.459
H 3.483 -1.192 1.096 -0.131 0.033 0.028
H 3.999 -2.858 0.976 0.148 -0.061 -0.007
H 4.005 -1.854 -0.466 -0.088 0.048 -0.075

***

# 3
34
Properties=species:S:1:pos:R:3:forces:R:3 method="wB97M-V/def2-TZVPD" relative_energy_kcal_mol=20.5 charge=-1 total_energy_ha=-1593.62853 orbital_gap_ev=6.431
C -0.149 -0.957 3.188 -0.615 -0.126 0.561
C 0.854 0.048 2.752 1.102 0.283 -0.461
C 1.952 -0.541 1.829 2.039 0.779 1.026
C 3.346 0.088 2.080 -1.582 -0.277 0.344
C 4.362 -0.895 2.599 0.650 -0.193 0.006
O 3.528 1.267 1.868 0.682 -0.623 0.505
O 0.844 1.232 3.024 -0.250 -1.034 0.063
H 0.317 -1.906 3.467 0.047 0.091 -0.114
H -0.700 -0.567 4.041 -0.120 0.049 0.067
H -0.863 -1.128 2.374 0.223 0.047 -0.035
H 1.975 -1.634 1.806 -0.083 0.273 0.260
H 3.890 -1.852 2.860 0.192 0.327 -0.087
H 5.116 -1.081 1.821 -0.066 0.053 0.224
H 4.862 -0.487 3.485 -0.006 0.004 -0.216
F 2.794 -2.057 -0.426 -0.725 -0.035 -0.147
C 1.616 -1.398 -0.670 -0.475 1.095 0.446
F 1.548 -1.193 -1.997 0.121 -0.522 0.531
F 0.596 -2.207 -0.301 0.465 -0.674 -0.447
S 1.525 0.176 0.233 0.817 -0.226 0.500
N -0.271 0.445 -0.891 -1.044 0.445 -1.823
C -1.531 0.170 -0.424 0.800 0.224 -0.615
O -1.869 -0.311 0.656 0.179 0.222 -0.781
C -2.455 0.592 -1.535 -1.228 0.310 0.010
C -1.688 1.122 -2.553 -0.730 0.665 -1.071
C -2.281 1.640 -3.705 -0.270 -0.222 0.378
C -3.687 1.626 -3.794 0.001 -0.209 0.419
C -4.472 1.118 -2.729 0.569 0.118 -0.250
C -3.846 0.600 -1.584 0.307 0.106 -0.263
C -0.250 1.094 -2.106 -0.564 -0.505 0.597
O 0.722 1.563 -2.681 -0.683 -0.314 0.185
H -1.643 2.041 -4.493 -0.267 -0.023 0.125
H -4.174 2.025 -4.691 0.131 -0.157 0.364
H -5.566 1.137 -2.778 0.413 0.029 -0.109
H -4.402 0.231 -0.726 -0.030 0.019 -0.196

***

# 4
172
Properties=species:S:1:pos:R:3:forces:R:3 method="wB97M-V/def2-TZVPD" charge=+1 total_energy_ha=-3750.84621 orbital_gap_ev=5.244
Ba 3.993 1.162 3.738 -1.907 -0.574 -1.849
C -0.942 -0.329 2.374 -0.623 0.594 1.264
C 0.358 -0.869 1.815 -0.083 -0.805 -0.560
C -0.041 -2.031 0.867 1.038 0.097 -0.459
C -0.506 -1.518 -0.491 -0.584 -0.278 0.909
C 0.483 -0.573 -1.107 0.008 0.626 -0.771
C 0.947 0.599 -0.224 -1.244 -0.218 0.231
N 1.211 0.078 1.109 1.375 -0.700 -0.209
O 1.881 0.991 1.929 0.460 0.459 1.431
C -0.180 1.675 -0.266 0.897 0.161 0.887
C 2.200 1.200 -0.851 0.502 -0.149 -0.087
C 1.146 -1.544 2.957 0.126 0.973 0.649
H -1.325 -0.985 3.167 0.001 -0.210 -0.242
H -1.759 -0.205 1.663 0.148 0.037 -0.183
H -0.803 0.613 2.911 0.193 -0.043 -0.485
H -0.751 -2.670 1.398 -0.255 0.089 -0.194
H 0.838 -2.662 0.681 0.087 0.067 0.160
H -1.462 -1.011 -0.322 -0.027 0.002 -0.271
H -0.673 -2.343 -1.186 -0.160 -0.047 0.088
H -0.036 -0.128 -1.967 0.208 0.026 -0.144
H 1.337 -1.105 -1.537 0.086 -0.141 0.252
H 0.005 2.431 0.503 0.326 -0.001 -0.040
H -1.151 1.267 0.012 -0.053 -0.111 -0.614
H -0.116 2.205 -1.217 -0.629 -0.146 -0.103
H 2.763 1.839 -0.171 -0.295 0.050 0.135
H 1.944 1.763 -1.752 -0.115 -0.031 0.078
H 2.890 0.419 -1.183 -0.031 -0.086 0.075
H 1.219 -0.902 3.844 -0.091 0.238 -0.138
H 2.184 -1.729 2.676 -0.134 -0.305 -0.201
H 0.639 -2.433 3.338 0.060 -0.211 -0.385
C 1.749 4.361 -2.695 0.562 0.091 0.013
C 1.455 4.786 -1.405 -0.609 -0.335 0.017
C 0.618 5.872 -1.215 -0.020 0.530 0.055
C 0.210 6.606 -2.320 0.555 -0.655 -0.801
C 0.574 6.245 -3.613 0.059 -0.214 0.050
C 1.349 5.103 -3.789 -0.244 0.168 0.012
N -0.546 7.841 -2.172 -0.231 0.848 0.400
O -0.891 8.158 -1.055 -0.088 -0.252 0.410
O -0.742 8.530 -3.152 0.001 -0.278 -0.346
H 2.339 3.480 -2.921 0.077 -0.008 0.403
H 1.765 4.254 -0.518 0.173 -0.283 -0.084
H 0.303 6.158 -0.221 -0.012 0.112 -0.072
H 0.235 6.838 -4.449 0.051 0.059 0.023
H 1.676 4.755 -4.760 -0.244 0.241 -0.178
C -6.003 -3.175 0.230 -0.414 -0.137 0.546
C -5.003 -2.642 -0.563 -0.208 -0.595 -0.325
C -3.732 -3.196 -0.528 0.059 0.381 -0.429
C -3.467 -4.283 0.289 -0.872 0.296 0.280
C -4.462 -4.778 1.121 -0.073 -0.237 0.649
C -5.721 -4.202 1.123 0.371 -0.076 -0.547
N -2.139 -4.872 0.289 -0.049 0.734 -0.361
O -1.479 -4.701 -0.718 0.239 -0.231 -0.051
O -1.738 -5.422 1.292 -0.038 -0.408 0.278
H -7.027 -2.825 0.203 0.123 0.288 -0.182
H -5.226 -1.872 -1.288 0.031 -0.096 0.332
H -2.987 -2.737 -1.163 0.215 -0.368 0.075
H -4.313 -5.605 1.803 0.437 -0.041 -0.184
H -6.480 -4.611 1.773 -0.064 0.075 0.000
C -1.884 3.692 -3.173 0.093 0.266 0.458
C -2.412 3.121 -4.308 0.055 0.394 -0.806
C -3.714 3.389 -4.714 -0.728 -0.148 0.521
C -4.497 4.241 -3.930 1.741 -0.586 0.635
C -3.962 4.763 -2.744 -1.245 0.737 -0.391
C -2.675 4.489 -2.346 0.434 -0.442 -0.313
N -5.896 4.473 -4.266 -0.152 -0.115 -0.053
O -6.489 5.364 -3.704 0.055 0.219 0.145
O -6.388 3.714 -5.076 -0.133 -0.118 -0.250
H -0.840 3.546 -2.925 -0.055 -0.141 0.061
H -1.766 2.540 -4.952 -0.129 -0.206 0.029
H -4.172 2.859 -5.538 0.125 0.245 -0.214
H -4.595 5.450 -2.194 0.058 -0.159 0.195
H -2.263 4.856 -1.414 -0.139 0.239 -0.012
C 2.800 1.546 -5.615 0.260 0.476 -0.892
C 1.897 0.436 -5.138 -0.487 0.386 -0.049
O 2.270 -0.705 -5.040 0.458 -0.057 0.187
C 0.460 0.805 -4.862 0.129 0.099 -0.193
H 2.276 2.449 -5.933 -0.306 -0.070 0.348
H 3.274 1.206 -6.540 0.254 -0.198 0.238
H 3.582 1.863 -4.925 -0.009 -0.368 0.187
H -0.162 -0.086 -4.917 -0.023 0.215 0.153
H 0.126 1.541 -5.593 -0.040 0.029 0.035
H 0.411 1.266 -3.870 -0.126 -0.016 0.011
C 3.791 -1.973 0.449 0.212 -0.157 -1.153
C 5.020 -1.551 1.185 -0.165 -0.073 -0.579
O 5.009 -0.487 1.779 0.400 0.070 0.966
C 6.262 -2.420 1.130 -0.733 -0.175 -0.343
H 3.204 -1.147 0.058 -0.218 0.350 1.011
H 3.224 -2.613 1.125 -0.200 0.013 -0.193
H 3.998 -2.519 -0.476 0.407 -0.562 0.448
H 6.496 -2.860 2.099 0.202 0.406 0.141
H 7.058 -1.786 0.741 0.254 -0.147 0.253
H 6.094 -3.268 0.468 0.052 0.106 -0.106
C 6.452 3.811 0.111 -0.797 -0.259 -1.012
C 5.651 2.529 0.256 0.376 -0.275 -0.199
O 4.964 2.313 1.231 -0.051 0.102 0.745
C 5.724 1.528 -0.883 0.052 0.731 -0.093
H 7.261 3.838 0.835 0.030 0.142 0.020
H 5.780 4.667 0.187 0.056 -0.004 0.571
H 6.809 3.865 -0.918 0.495 -0.012 0.199
H 4.883 1.783 -1.536 -0.031 -0.130 -0.045
H 5.623 0.497 -0.571 -0.120 0.003 0.196
H 6.628 1.679 -1.471 0.040 -0.121 0.054
C 1.389 -3.606 -5.728 -0.182 -0.513 0.210
C -0.068 -3.318 -5.494 -0.553 0.319 -0.283
O -0.935 -3.691 -6.251 0.142 -0.143 -0.128
C -0.477 -2.518 -4.279 0.314 0.216 0.905
H 1.494 -4.328 -6.535 -0.066 0.158 -0.161
H 1.796 -4.080 -4.830 0.175 0.277 0.074
H 1.925 -2.681 -5.936 0.033 -0.166 0.109
H -0.634 -3.194 -3.431 0.015 -0.186 -0.115
H -1.416 -1.987 -4.420 -0.094 -0.150 -0.307
H 0.273 -1.800 -3.937 0.126 -0.272 -0.187
C -5.643 0.737 -2.893 0.271 -0.072 0.204
C -4.504 0.500 -1.922 -0.498 -0.581 -0.126
O -4.769 0.199 -0.779 0.334 0.528 0.318
C -3.072 0.424 -2.392 0.300 0.293 -0.888
H -5.569 -0.031 -3.666 -0.031 0.148 -0.191
H -5.633 1.722 -3.354 0.190 -0.012 -0.176
H -6.580 0.613 -2.356 -0.013 0.010 0.030
H -2.614 -0.528 -2.122 -0.089 0.110 0.457
H -2.506 1.266 -1.993 0.068 -0.165 0.364
H -2.924 0.503 -3.471 -0.464 0.065 -0.064
C -2.342 -3.745 4.273 -0.312 -0.382 -0.106
C -3.770 -4.031 4.670 -0.240 0.156 0.234
O -4.658 -3.225 4.531 -0.006 0.162 -0.148
C -4.037 -5.381 5.279 -0.127 -0.452 -0.182
H -2.282 -2.864 3.638 0.011 0.100 0.192
H -1.939 -4.604 3.733 0.110 0.009 0.063
H -1.797 -3.638 5.215 0.253 0.158 -0.134
H -4.364 -6.037 4.465 0.256 -0.076 -0.041
H -4.872 -5.392 5.977 0.083 0.366 0.097
H -3.146 -5.809 5.736 -0.026 -0.075 -0.023
C -0.311 2.600 4.120 -0.241 0.438 0.071
C 0.432 1.752 5.113 0.431 -0.189 -0.321
O 1.645 1.851 5.227 0.640 -0.005 -0.107
C -0.328 0.749 5.938 -0.563 1.099 -0.418
H -0.381 3.651 4.414 0.006 -0.125 0.548
H -1.313 2.209 3.969 -0.049 0.209 -0.004
H 0.219 2.672 3.168 0.237 -0.594 0.003
H 0.301 -0.042 6.325 -0.005 -0.059 -0.008
H -1.184 0.430 5.345 0.114 -0.518 0.098
H -0.779 1.339 6.745 0.122 -0.181 0.214
C 3.685 -3.106 6.784 0.527 0.707 0.031
C 3.926 -2.501 5.432 -0.200 0.226 -0.475
O 3.754 -1.318 5.194 0.200 0.502 -0.055
C 4.396 -3.467 4.388 0.121 -0.394 -0.021
H 2.787 -3.718 6.749 0.227 -0.371 0.071
H 3.578 -2.353 7.562 -0.168 0.150 -0.180
H 4.609 -3.647 7.000 -0.405 -0.578 0.204
H 3.730 -4.332 4.411 0.159 -0.120 -0.053
H 5.396 -3.813 4.666 -0.081 -0.154 0.116
H 4.468 -3.114 3.362 -0.292 0.396 0.155
C -2.493 3.159 1.500 -0.460 0.927 0.093
C -2.356 4.652 1.750 -0.172 0.009 0.768
O -1.917 5.385 0.896 0.164 0.024 -0.173
C -2.814 5.229 3.100 0.296 0.060 -0.929
H -2.625 3.073 0.424 0.006 -0.421 0.032
H -3.352 2.774 2.049 0.016 -0.183 -0.101
H -1.594 2.644 1.821 -0.021 -0.043 -0.060
H -2.665 6.305 3.052 -0.044 0.015 0.092
H -2.227 4.824 3.922 -0.154 -0.176 0.066
H -3.874 5.014 3.237 0.027 -0.112 0.180
C 1.864 -5.079 -0.636 0.699 0.717 -0.067
C 2.529 -5.160 0.704 -0.272 -0.959 0.161
O 3.736 -5.172 0.829 -0.080 0.367 0.243
C 1.576 -5.422 1.871 0.508 1.100 -0.849
H 0.870 -4.651 -0.551 -0.120 -0.299 -0.233
H 1.861 -6.102 -1.018 -0.327 0.052 -0.135
H 2.491 -4.463 -1.284 -0.074 -0.158 -0.173
H 1.820 -6.409 2.255 -0.218 0.100 0.399
H 0.559 -5.303 1.507 -0.091 -0.537 0.245
H 1.734 -4.589 2.563 0.140 -0.411 0.454